Entry 1:
{
  "formula": "C34H57N3O2PdSeSi",
  "method": "ωB97M-V with the def2-TZVPD basis set",
  "species": ["O", "O", "C", "C", "H", "H", "H", "H", "H", "C", "C", "H", "H", "H", "H", "H", "C", "C", "C", "H", "H", "H", "H", "H", "C", "H", "H", "H", "H", "H", "H", "N", "C", "C", "C", "C", "H", "H", "H", "C", "H", "H", "H", "N", "C", "C", "C", "C", "H", "C", "H", "C", "H", "C", "C", "C", "C", "C", "C", "H", "C", "H", "C", "H", "C", "C", "Pd", "H", "H", "H", "H", "H", "H", "H", "H", "H", "H", "H", "H", "H", "C", "Si", "H", "H", "C", "C", "C", "H", "H", "H", "H", "H", "H", "H", "H", "H", "Se", "C", "N"],
  "positions_angstrom": [[0.40399, -2.72658, -1.70056], [-1.05407, -2.01181, -3.47180], [1.71778, -2.73637, -2.37382], [2.73594, -3.38723, -1.47864], [1.95873, -1.68152, -2.58931], [1.58150, -3.27483, -3.32372], [2.85798, -2.84646, -0.53353], [3.68474, -3.35001, -2.01031], [2.50753, -4.43793, -1.27203], [-0.26991, -4.07052, -1.61124], [-0.21662, -4.92910, -2.84451], [-1.30062, -3.84340, -1.29821], [0.27312, -4.53165, -0.78357], [-0.61504, -4.45356, -3.74952], [-0.84461, -5.80249, -2.64188], [0.78990, -5.31311, -3.04294], [-2.51310, -1.89236, -3.12213], [-0.45100, -1.39280, -4.68823], [-3.22583, -3.10818, -3.62751], [-2.83514, -0.94261, -3.56069], [-2.51967, -1.82949, -2.02534], [-3.13579, -3.22708, -4.71176], [-4.27632, -2.97199, -3.37855], [-2.87300, -4.01850, -3.12864], [-0.90680, -2.16642, -5.88681], [0.63125, -1.46766, -4.51606], [-0.75896, -0.34024, -4.67403], [-0.72232, -3.24399, -5.78689], [-0.32605, -1.79983, -6.72984], [-1.96381, -1.98574, -6.09282], [-0.38084, -2.06654, -2.55160], [1.67446, 1.09492, 1.99907], [1.46081, 2.32975, 2.39858], [0.30016, 3.08873, 2.16840], [-1.00164, 2.74740, 1.79148], [2.64353, 3.00199, 3.01743], [3.43255, 3.14565, 2.26378], [3.04771, 2.43709, 3.86717], [2.32640, 3.97605, 3.37776], [-2.02129, 3.83377, 1.60191], [-2.82464, 3.73524, 2.34912], [-2.46401, 3.76172, 0.59408], [-1.56787, 4.82606, 1.71242], [-1.44790, 1.50169, 1.60876], [2.76339, 0.26643, 2.32251], [3.79616, 0.22531, 1.37110], [3.74366, 0.93436, 0.05879], [4.95044, -0.46829, 1.69441], [5.75399, -0.50078, 0.96461], [5.11323, -1.09280, 2.92349], [6.02225, -1.62861, 3.15727], [4.12094, -1.02473, 3.87270], [4.22932, -1.47367, 4.85481], [2.97729, -0.32915, 3.58721], [2.06120, -0.20002, 4.73263], [-2.69547, 1.03552, 2.04064], [-3.75808, 0.84690, 1.13584], [-3.65019, 1.18683, -0.31575], [-4.98084, 0.39743, 1.63197], [-5.81554, 0.26633, 0.94525], [-5.16063, 0.11192, 2.98117], [-6.11073, -0.24509, 3.35629], [-4.13083, 0.28451, 3.87358], [-4.23715, 0.10384, 4.93919], [-2.92064, 0.79021, 3.44236], [-2.01003, 1.17642, 4.50124], [-0.03624, 0.05569, 1.17112], [3.74602, 0.20332, -0.76664], [4.65263, 1.54480, -0.07063], [2.87553, 1.59438, -0.06115], [1.63887, 0.84242, 4.69943], [2.48126, -0.28703, 5.74635], [1.36474, -1.12797, 4.63433], [-4.27079, 0.49952, -0.91094], [-2.62249, 1.11411, -0.68651], [-4.02208, 2.20597, -0.52441], [-0.92801, 0.75652, 3.87101], [-2.08854, 0.54987, 5.43008], [-1.60371, 2.19119, 4.59123], [0.48382, 4.15326, 2.30959], [0.27602, 0.62877, -0.82287], [0.40626, 2.21669, -1.80277], [1.22635, 0.04591, -0.59230], [-0.63960, -0.03534, -0.90159], [1.68341, 2.03345, -3.16670], [1.00814, 3.71368, -0.83628], [-1.26267, 2.70921, -2.50776], [-1.78266, 1.85051, -2.95934], [-1.11639, 3.47451, -3.28940], [-1.91078, 3.14541, -1.72966], [2.59080, 1.54792, -2.77567], [1.95453, 3.03408, -3.54087], [1.28843, 1.43602, -4.00124], [1.84633, 3.48193, -0.16200], [0.19392, 4.15872, -0.24309], [1.35860, 4.47441, -1.55449], [-0.22177, -0.00840, 6.37695], [-0.04508, -0.22227, 4.33592], [-0.09787, -0.27409, 3.12557]],
  "lowdin_spin": [0.01, 0.00, 0.00, 0.00, 0.00, 0.00, 0.00, 0.00, 0.00, 0.00, 0.00, 0.00, 0.00, 0.00, 0.00, 0.00, 0.00, 0.00, 0.00, 0.00, 0.00, 0.00, 0.00, 0.00, 0.00, 0.00, 0.00, 0.00, 0.00, 0.00, 0.00, 0.17, 0.01, 0.00, 0.01, 0.01, 0.00, 0.00, 0.00, 0.01, 0.00, 0.00, 0.00, 0.19, 0.01, 0.02, 0.00, 0.00, 0.00, 0.02, 0.00, 0.00, 0.00, 0.02, 0.00, 0.01, 0.02, 0.00, 0.00, 0.00, 0.02, 0.00, 0.00, 0.00, 0.02, 0.01, 1.07, 0.00, 0.00, 0.00, 0.00, 0.00, 0.00, 0.00, 0.00, 0.00, 0.00, 0.00, 0.00, 0.00, 0.18, 0.04, 0.03, 0.04, 0.01, 0.01, 0.00, 0.00, 0.00, 0.00, 0.00, 0.00, 0.00, 0.00, 0.00, 0.00, 0.01, 0.01, 0.04],
  "homo_ev": [-5.57, -5.74],
  "mol_weight_g_mol": 753.31,
  "homo_lumo_gap_ev": [5.257, 5.421],
  "total_energy_ha": -4462.8482,
  "charge": 0,
  "multiplicity": 3
}

=====

Entry 2:
{
  "formula": "C2H8NS2",
  "method": "ωB97M-V with the def2-TZVPD basis set",
  "species": ["S", "S", "H", "H", "C", "C", "N", "H", "H", "H", "H", "H", "H"],
  "positions_angstrom": [[-0.48586, 0.02523, -1.96444], [-1.22320, -1.50189, -0.72972], [0.22042, -0.81314, -2.72220], [-2.16151, -0.72802, -0.20004], [1.19672, 1.84382, 2.75155], [1.50868, 0.11499, 1.05701], [0.81928, 1.04488, 1.57752], [0.36620, 1.81553, 3.45072], [1.37152, 2.87513, 2.45641], [2.09156, 1.41906, 3.19209], [2.50828, -0.06767, 1.43441], [1.06330, -0.56718, 0.34106], [-0.06596, 1.26148, 1.12355]],
  "mulliken_charge": [-0.20, -0.18, 0.21, 0.19, -0.69, 0.19, 0.05, 0.31, 0.31, 0.30, 0.25, -0.02, 0.28],
  "homo_ev": -12.35,
  "relative_energy_kj_mol": 88.9,
  "mol_weight_g_mol": 110.23,
  "homo_lumo_gap_ev": 7.379,
  "total_energy_ha": -931.8384,
  "charge": 1
}